This record from the Open Molecules 2025 dataset describes 2 unconnected molecules or ions with the total composition C7H11N2O2. The level of theory is ωB97M-V with the def2-TZVPD basis set.

Results
Frontier orbital gap: 7.475 eV
Charge: -1
Strongest force on any atom: 1.23 eV/A
Spin multiplicity: 1
Energy relative to the best compared isomer or geometry (same formula, charge and spin): 0.693 eV
E_HOMO: -3.989 eV

Each line ends with the Löwdin charge.
Positions of all 22 atoms, in Å:
C1 0.46554 1.59597 3.27061  -0.0667
C2 -0.54902 1.70353 2.10213  -0.8269
O1 -1.50603 0.89724 2.07233  -0.1174
O2 -0.24009 2.58496 1.27116  -0.1096
H1 1.35871 1.12577 2.83604  0.0509
H2 0.10720 0.95909 4.08488  0.0485
H3 0.75236 2.58054 3.62887  0.0465
C3 1.31706 -1.07725 -0.91730  -0.2065
C4 0.96635 -1.39732 0.53346  -0.1084
C5 0.13468 -0.62598 -1.69162  -0.3120
C6 -1.18138 -0.74663 -1.39747  -0.0576
C7 -0.93491 0.04473 -3.41707  -0.2403
N1 0.27543 -0.17145 -2.99688  0.0890
N2 -1.87248 -0.31250 -2.50624  0.0462
H4 2.11902 -0.33387 -0.94168  0.1087
H5 1.76419 -1.97083 -1.37467  0.1033
H6 0.27389 -2.23964 0.61665  0.0717
H7 -1.65482 -0.88394 -0.43713  0.1194
H8 -1.09664 0.41259 -4.41771  0.1030
H9 -2.81608 0.03228 -2.48719  0.1405
H10 0.46040 -0.57554 1.03796  0.0524
H11 1.85660 -1.60173 1.13087  0.0653